81
Properties=species:S:1:pos:R:3:forces:R:3 method="wB97M-V/def2-TZVPD" e_lumo_ev="3.85 / 3.85" energy_ev=-81093.1930 homo_lumo_gap_ev="4.91 / 4.95" multiplicity=3 s_squared=2.0024 total_charge=-2
Pr -0.603033 0.585770 0.509870 0.85 -2.04 2.36
S -0.028351 -1.634451 -2.177170 -0.94 0.17 -0.36
O -2.487850 3.317127 -3.901002 -1.20 -1.26 1.09
O -5.299493 6.689806 0.901225 0.04 -0.60 -1.36
O -5.832031 6.570095 -1.216114 0.58 -0.34 1.10
O -1.291610 1.988836 2.094058 -2.51 1.71 -1.83
O 1.756856 1.296485 -1.654910 -1.33 4.36 -0.43
O -4.194224 1.990573 -3.484982 1.87 0.97 0.58
O -2.823124 3.332222 3.016441 1.24 -1.26 -2.67
O -1.916122 1.660862 -0.941569 -1.98 1.36 0.00
O 0.305725 -1.006714 -0.856490 1.36 -1.89 -1.32
N -5.217714 6.157829 -0.216024 -0.14 0.32 0.10
N -3.295692 2.773356 -3.123252 -1.04 0.36 -1.94
C 4.475570 -0.387338 -1.995766 -0.06 -0.39 -0.75
C 1.420038 -0.853359 2.433239 -0.32 0.02 -0.36
C 0.702737 -3.297256 -2.265490 0.61 -0.37 0.37
C 0.576219 1.036836 3.392230 0.64 -0.34 0.20
C 0.985413 -0.853875 -3.477739 0.67 0.22 -0.11
C -4.207924 4.422519 -1.633566 0.81 -1.27 -0.66
C 0.645278 1.696192 -1.347844 -1.20 1.07 1.19
C 2.480783 -0.917475 -3.283768 0.69 -0.19 -0.12
C 3.093756 -0.310164 -2.177378 2.09 -2.77 -0.13
C -0.449399 -2.527262 2.981965 -0.09 -0.17 -0.10
C 5.264762 -1.059869 -2.925194 0.01 0.13 -0.02
C -2.651233 2.675494 -0.696350 -0.09 -0.19 0.29
C -1.654021 0.179647 4.276219 -0.19 -0.02 0.03
C 2.366363 -1.811808 1.802904 -0.02 0.00 -0.09
C -2.847850 3.279960 0.603236 -0.99 1.50 0.58
C 3.289911 -1.579153 -4.220411 0.09 0.12 0.27
C 0.619965 -5.371405 0.925591 -0.13 0.04 -0.28
C -3.374367 3.303550 -1.759147 -0.85 1.23 0.48
C -1.535393 -5.548071 -0.143950 0.25 0.14 -0.11
C 1.060108 -4.536589 -0.102000 -0.29 -0.18 -0.11
C 2.882330 1.241851 2.208143 0.15 0.05 -0.03
C 0.209267 -4.205120 -1.167456 -0.16 -0.09 0.40
C -3.689821 4.434994 0.712107 0.96 -1.24 0.18
C -4.353276 4.986954 -0.381541 -0.07 0.27 0.45
C 0.398042 2.409429 3.941689 0.18 0.28 0.21
C 1.671373 0.513280 2.669002 -0.59 0.17 0.06
C -2.266121 2.801882 1.983682 -1.82 1.91 2.29
C 4.673060 -1.651762 -4.039367 -0.10 0.06 0.04
C 0.024000 2.844223 -2.073242 0.59 0.62 -1.53
C -0.355265 -0.000349 3.578819 0.35 -0.40 -0.03
C 0.169297 -1.175979 2.997426 -0.07 0.50 -0.14
C -0.677738 -5.876086 0.904233 0.08 0.07 -0.09
C -1.095048 -4.718837 -1.177848 0.17 -0.12 0.33
H 3.787358 0.776760 2.602734 0.27 0.02 -0.01
H -0.636141 -2.859884 1.958818 -0.09 -0.21 -0.04
H 0.452776 -3.728278 -3.241314 -0.14 0.37 -0.01
H -2.177978 -0.639991 -0.313293 -0.33 -0.54 0.38
H -2.245037 0.948187 3.777292 -0.11 0.00 0.23
H 0.703004 3.224182 -2.866440 -0.17 0.05 0.22
H 2.950423 1.236144 1.118207 0.20 0.07 -0.14
H -1.023057 -6.517276 1.711153 0.03 0.10 -0.10
H 2.494046 0.215967 -1.435180 0.79 -1.72 0.16
H -1.400394 -2.541385 3.513983 -0.06 -0.01 -0.01
H 2.070874 -4.135330 -0.059928 -0.22 -0.05 -0.15
H 1.287599 -5.616967 1.747139 -0.09 0.09 -0.10
H 3.067649 -2.195665 2.545688 0.32 -0.23 0.07
H -0.927260 2.512383 -2.538010 1.05 0.46 0.35
H 2.869860 2.281440 2.531843 0.03 0.09 0.01
H 2.852594 -2.048172 -5.099161 -0.06 0.03 0.06
H 0.205591 -3.260666 3.456982 0.06 -0.25 0.06
H -1.782334 -4.466922 -1.981704 0.14 0.07 0.07
H -0.186686 3.661783 -1.353413 -0.07 -0.43 -0.34
H 1.236762 3.060612 3.693513 0.18 0.05 0.07
H 0.678820 0.196367 -3.539278 -0.22 -0.24 0.25
H -2.551841 -5.932547 -0.151388 0.13 0.09 -0.02
H 4.932489 0.075632 -1.124465 -0.09 -0.07 -0.06
H 5.290823 -2.170735 -4.767562 -0.09 0.03 0.05
H 1.839022 -2.662453 1.369257 0.03 0.09 0.06
H 0.697197 -1.324206 -4.424495 -0.11 -0.15 0.19
H -2.243225 -0.735750 4.296137 -0.05 -0.14 0.06
H 1.791723 -3.223535 -2.208312 -0.03 0.17 -0.01
H 2.945330 -1.334512 1.009829 0.10 -0.06 -0.11
H 6.340521 -1.120322 -2.781306 -0.05 -0.04 -0.07
H -3.816883 4.882910 1.698364 0.09 -0.31 -0.29
H -1.496762 0.507282 5.304604 -0.10 0.06 0.23
H -0.505426 2.865376 3.532898 0.39 0.10 0.61
H 0.291742 2.384717 5.030555 0.09 0.06 0.12
H -4.717332 4.818006 -2.506257 0.06 -0.02 0.17

***

81
Properties=species:S:1:pos:R:3:forces:R:3 method="wB97M-V/def2-TZVPD" e_lumo_ev="-2.41 / -4.83" energy_ev=-118375.5979 homo_lumo_gap_ev="7.90 / 5.47" multiplicity=3 s_squared=2.0094 total_charge=+1
Sb -0.450668 -2.176105 -1.325552 -0.42 -0.56 -0.44
Pd -0.387827 0.907556 -0.251759 -0.50 0.26 -0.53
S 0.602638 -0.257914 -2.140848 -0.26 -0.22 0.14
S 1.499643 2.863772 3.140300 -0.51 -0.31 -0.23
S 0.213504 3.244827 -3.947710 -0.04 0.05 0.11
S 0.142189 6.302800 -1.683991 0.09 -0.07 -0.05
S 1.151134 0.032541 1.591195 0.11 -0.13 1.50
S -1.047286 3.265230 -0.373252 0.34 -0.08 -0.26
O 0.601406 -1.185234 1.003597 -0.06 -0.06 -0.04
O 2.012862 0.801129 0.711445 0.18 0.22 -0.04
N 4.113695 -1.736050 6.350201 0.03 -0.01 -0.03
N -0.162759 0.885772 2.006338 0.25 -0.36 -0.56
N -1.050112 2.914957 2.777902 -0.29 -0.50 -0.26
C -2.236607 -2.903564 -5.272700 -0.05 0.04 -0.02
C -0.033930 2.133261 2.569015 0.76 0.90 0.85
C -2.088965 -1.402050 -0.183687 0.47 -0.11 -0.30
C 2.031734 -0.439684 3.022977 -0.06 0.22 -0.31
C 2.027741 -1.416461 5.202550 0.00 -0.02 0.03
C -2.695573 -0.210178 -0.601926 0.06 0.08 -0.13
C 3.412001 -0.282335 3.069742 -0.07 0.08 -0.07
C 3.426177 -1.282017 5.266752 -0.03 0.06 -0.13
C 0.081281 5.041844 -4.256925 0.15 -0.28 0.16
C -0.362204 -4.395884 -5.053837 0.01 0.00 0.00
C 1.336183 -1.002501 4.087820 -0.01 0.00 0.03
C 1.219227 -4.011060 0.641218 0.08 0.02 0.01
C -3.102610 -1.167183 1.975488 0.00 -0.01 -0.07
C -0.178804 -3.971509 -3.746054 0.00 0.02 0.08
C -1.845204 3.572962 -1.993619 0.05 -0.33 0.11
C -1.385085 -3.854040 -5.818582 0.04 -0.03 0.00
C -3.495000 0.504515 0.292590 -0.05 -0.03 0.04
C -0.576323 -5.075710 -0.577329 -0.09 0.14 -0.06
C 0.192734 -3.952905 -0.289372 -0.02 0.60 -0.25
C -0.697367 4.088808 3.378482 0.20 0.11 0.10
C -1.018714 -3.002631 -3.207269 0.05 -0.05 0.39
C 0.719080 3.723653 -0.588318 -0.14 0.16 0.13
C 0.890243 5.934896 -3.310622 -0.25 -0.04 0.22
C -3.669262 0.039575 1.585700 -0.02 0.06 -0.02
C -2.051073 -2.469889 -3.968900 -0.03 0.03 0.12
C 4.105041 -0.696273 4.184349 0.00 -0.05 0.10
C 1.011593 5.213363 -0.512676 -0.23 0.17 -0.32
C 0.677493 -6.322594 1.049582 -0.07 0.00 -0.04
C 1.452409 -5.202754 1.314031 0.06 0.02 -0.01
C 0.618197 4.246268 3.659463 -0.03 -0.06 -0.08
C -1.386884 2.778686 -3.203980 0.34 0.27 -0.12
C -2.306785 -1.888040 1.094945 -0.06 -0.06 0.08
C -0.328194 -6.262914 0.094990 0.01 -0.05 -0.01
H 1.498521 -1.847897 6.043112 -0.01 -0.01 -0.02
H 1.888762 5.529111 -3.149522 0.03 0.02 -0.04
H -1.512518 -4.170197 -6.845365 -0.05 -0.02 0.01
H 1.232505 3.227429 0.240349 -0.06 -0.04 0.01
H -0.971252 5.322905 -4.282422 0.00 0.06 -0.02
H 3.621102 -2.028326 7.173185 0.02 0.02 0.04
H 1.828309 -3.145188 0.848909 -0.02 0.02 0.03
H -2.711431 -1.720156 -3.547568 -0.02 0.02 -0.06
H -2.144733 2.853397 -3.984996 -0.10 -0.04 0.08
H 0.484254 5.168110 -5.262467 -0.08 0.05 -0.03
H 2.082688 5.372366 -0.644651 0.03 -0.07 0.10
H 1.108086 5.078023 4.138419 -0.01 -0.02 0.00
H -1.241040 1.726969 -2.955497 -0.10 -0.07 -0.08
H -3.983233 1.416236 -0.027409 0.03 0.02 0.01
H -2.896389 3.348500 -1.792537 0.01 -0.01 0.05
H 0.258359 -1.097902 4.032428 0.02 -0.02 0.05
H 1.063090 3.288298 -1.519121 0.05 -0.03 -0.10
H 0.997190 6.915767 -3.775911 0.07 -0.02 -0.03
H 0.725560 5.612416 0.461180 0.05 -0.04 0.04
H 5.178750 -0.567097 4.236283 0.00 -0.03 -0.02
H -3.264080 -1.537251 2.979401 0.01 0.00 0.00
H -4.244885 0.621471 2.292357 -0.03 -0.03 -0.01
H 5.089777 -1.524655 6.444070 0.00 0.00 0.06
H 0.618949 -4.393587 -3.144443 0.02 -0.03 -0.08
H -0.914674 -7.141724 -0.137897 -0.03 0.02 0.04
H -1.364719 -5.024264 -1.319717 0.00 -0.08 0.01
H 0.850478 -7.246631 1.585060 0.06 0.00 -0.01
H 3.918675 0.170020 2.226745 0.05 0.00 0.06
H -3.043503 -2.493155 -5.865516 0.01 0.00 -0.01
H 2.249844 -5.249528 2.044208 -0.01 -0.02 0.00
H -1.836517 -2.810022 1.416168 0.04 0.05 0.03
H 0.299155 -5.143217 -5.471932 -0.01 0.01 -0.02
H -1.760117 4.640462 -2.162542 -0.04 0.12 0.04
H -1.468394 4.811646 3.603430 0.03 -0.01 0.00
H -2.617539 0.108735 -1.637553 0.05 0.06 0.01